1.
Molecular formula: C6H13P
Method: DFT, wB97M-V/def2-TZVPD

Output
HOMO level = -7.47 eV
Relative energy (zero: lowest compared OMol25 entry of this formula, charge and spin) = 91.4 kcal/mol
Kohn-Sham gap = 7.688 eV

Element x y z (Å)
C  -2.804  0.965  0.997
C  1.779  0.936  -1.189
C  1.797  -1.056  0.287
C  -2.016  -1.343  -0.444
C  1.497  0.508  0.220
C  0.148  1.113  0.916
P  -1.376  0.401  0.325
H  -3.777  0.781  0.659
H  -2.555  1.822  1.581
H  0.779  1.239  -1.652
H  2.182  0.031  -1.726
H  2.408  1.752  -1.288
H  2.621  -1.339  -0.422
H  0.911  -1.631  -0.149
H  2.012  -1.367  1.317
H  -2.998  -1.060  -0.764
H  -2.107  -1.999  0.369
H  -1.322  -1.625  -1.265
H  2.275  0.963  0.839
H  0.185  2.052  0.505

Calculated atomic charges, method Mulliken, unit e: -0.947 -1.169 -1.231 -1.149 0.542 -1.055 0.781 0.319 0.311 0.276 0.311 0.334 0.384 0.204 0.317 0.401 0.356 0.344 0.314 0.356



2.
Molecular formula: C6H14
Method: DFT, wB97M-V/def2-TZVPD

Output
HOMO level = -9.52 eV
Relative energy (zero: lowest compared OMol25 entry of this formula, charge and spin) = 50.6 kcal/mol
Kohn-Sham gap = 10.551 eV

Element x y z (Å)
C  2.440  1.488  -0.281
C  1.686  0.531  0.646
C  2.203  -0.916  0.804
H  2.042  1.435  -1.325
H  2.170  2.554  -0.020
H  3.585  1.301  -0.072
H  1.748  0.951  1.667
H  0.577  0.436  0.444
H  1.511  -1.482  1.536
H  3.235  -0.970  1.175
H  2.199  -1.499  -0.074
C  -2.097  -0.146  -1.562
C  -2.662  0.023  -0.096
C  -3.270  -0.999  0.588
H  -2.944  -0.141  -2.220
H  -1.628  -1.170  -1.724
H  -1.338  0.651  -1.867
H  -2.621  1.030  0.411
H  -3.442  -1.030  1.708
H  -3.393  -2.050  0.261

Calculated atomic charges, method Mulliken, unit e: -0.898 0.058 -1.191 0.256 0.274 0.251 0.223 0.053 0.275 0.342 0.360 -0.964 0.068 -0.714 0.353 0.256 0.235 0.292 0.230 0.244



3.
Molecular formula: C6H14
Method: DFT, wB97M-V/def2-TZVPD

Output
HOMO level = -10.65 eV
Relative energy (zero: lowest compared OMol25 entry of this formula, charge and spin) = 10.4 kcal/mol
Kohn-Sham gap = 11.636 eV

Element x y z (Å)
C  -0.218  -0.466  2.042
C  0.694  -0.314  0.819
C  0.030  0.146  -0.494
C  -0.454  1.583  -0.128
C  1.112  0.057  -1.605
C  -1.057  -0.892  -0.875
H  -1.137  -1.017  1.811
H  -0.516  0.487  2.498
H  0.319  -1.032  2.808
H  1.491  0.404  1.063
H  1.170  -1.273  0.609
H  -0.150  1.829  0.902
H  -0.003  2.355  -0.754
H  -1.542  1.693  -0.131
H  1.861  0.853  -1.539
H  0.716  0.059  -2.630
H  1.647  -0.897  -1.494
H  -1.991  -0.767  -0.321
H  -0.663  -1.890  -0.636
H  -1.310  -0.917  -1.944

Calculated atomic charges, method Mulliken, unit e: -1.129 -1.114 2.024 -1.493 -1.671 -1.677 0.281 0.309 0.372 0.389 0.447 0.329 0.359 0.289 0.393 0.406 0.360 0.364 0.336 0.428



4.
Molecular formula: C6H14
Method: DFT, wB97M-V/def2-TZVPD

Output
HOMO level = -7.09 eV
Relative energy (zero: lowest compared OMol25 entry of this formula, charge and spin) = 121.2 kcal/mol
Kohn-Sham gap = 8.054 eV

Element x y z (Å)
C  2.856  0.305  0.169
C  1.575  -0.287  -0.011
C  0.324  0.469  0.383
C  -0.998  -0.310  0.344
C  -2.096  0.531  0.998
C  -1.425  -0.738  -1.061
H  2.940  1.381  0.267
H  2.176  0.032  -1.104
H  3.745  -0.311  0.207
H  1.233  -0.377  -1.635
H  1.527  -1.372  0.065
H  0.249  1.390  -0.208
H  0.521  0.781  1.418
H  -0.862  -1.218  0.953
H  -3.044  -0.018  1.027
H  -1.835  0.812  2.025
H  -2.266  1.455  0.430
H  -2.404  -1.230  -1.026
H  -1.507  0.133  -1.723
H  -0.710  -1.427  -1.518

Calculated atomic charges, method Mulliken, unit e: -1.189 0.002 -1.005 0.939 -1.549 -1.535 0.291 0.085 0.299 0.029 0.397 0.390 0.408 0.196 0.401 0.384 0.342 0.418 0.324 0.374



5.
Molecular formula: C6H14AgClN2O2Zn
Method: DFT, wB97M-V/def2-TZVPD

Output
Net charge = +2
HOMO level = -13.55 eV
Kohn-Sham gap = 2.851 eV

Element x y z (Å)
Zn  -0.493  -0.184  -2.503
Ag  -2.063  3.583  0.335
Cl  -0.929  1.420  -0.794
C  3.093  0.133  -4.449
C  2.344  0.929  -3.339
O  1.142  0.803  -3.152
N  3.207  1.706  -2.618
C  2.836  2.502  -1.471
H  3.973  0.713  -4.728
H  2.442  -0.109  -5.290
H  3.281  -0.858  -4.036
H  4.202  1.774  -2.781
H  3.435  2.089  -0.659
H  1.836  2.355  -1.063
H  3.130  3.540  -1.627
C  -3.283  -1.726  5.017
C  -2.382  -2.025  3.792
O  -1.455  -2.834  3.858
N  -2.714  -1.362  2.655
C  -2.065  -1.679  1.314
H  -3.794  -2.625  5.360
H  -3.899  -0.857  4.788
H  -2.570  -1.587  5.830
H  -3.453  -0.673  2.652
H  -2.821  -2.136  0.676
H  -1.090  -2.142  1.468
H  -1.911  -0.749  0.765

Calculated atomic charges, method Mulliken, unit e: 0.974 0.822 -0.309 -1.024 0.807 -0.560 -0.147 -0.690 0.333 0.352 0.303 0.269 0.368 0.129 0.312 -0.870 0.651 -0.621 -0.224 -0.529 0.265 0.271 0.283 0.207 0.335 0.325 -0.032



6.
Molecular formula: C6H14AuCl3GeO3
Method: DFT, wB97M-V/def2-TZVPD

Output
Net charge = +3
HOMO level (alpha / beta) = -20.51 / -21.04 eV
Kohn-Sham gap (alpha / beta) = 9.535 / 5.204 eV
Spin multiplicity = 4

Element x y z (Å)
Au  -1.230  -0.155  -1.081
C  -1.261  3.081  -0.791
O  -0.466  1.847  -0.901
C  0.910  1.972  -0.447
C  1.711  0.796  -0.944
O  1.055  -0.480  -0.593
C  1.826  -1.378  0.179
C  1.545  -1.460  1.728
O  0.258  -1.904  1.990
C  0.092  -3.015  2.874
H  -0.581  3.927  -0.839
H  -1.933  3.111  -1.644
H  -1.806  3.085  0.149
H  1.327  2.881  -0.885
H  0.938  2.075  0.639
H  1.808  0.811  -2.029
H  2.711  0.818  -0.512
H  1.718  -2.383  -0.229
H  2.876  -1.083  0.150
H  2.299  -2.095  2.195
H  1.610  -0.425  2.104
H  0.530  -2.732  3.845
H  -0.964  -3.243  2.943
H  0.693  -3.852  2.486
Cl  -3.974  -2.081  -2.795
Ge  -3.362  -0.174  -2.264
Cl  -4.874  0.961  -1.274
Cl  -3.457  1.093  -4.053

Calculated atomic charges, method Mulliken, unit e: 0.720 -0.651 -0.311 -0.438 -0.482 -0.294 -0.500 -0.388 -0.043 -0.531 0.355 0.249 0.289 0.455 0.333 0.339 0.440 0.388 0.402 0.526 0.266 0.372 0.274 0.375 -0.075 0.765 0.039 0.130



7.
Molecular formula: C6H14BCl4N4O6P2
Method: DFT, wB97M-V/def2-TZVPD

Output
Net charge = +1
HOMO level = -12.28 eV
Relative energy (zero: lowest compared OMol25 entry of this formula, charge and spin) = 50.4 kcal/mol
Kohn-Sham gap = 8.633 eV

Element x y z (Å)
C  1.463  3.479  0.084
C  2.521  3.086  -1.013
O  2.710  1.670  -1.016
C  2.134  1.046  -2.141
N  0.697  1.338  -2.183
C  -0.292  0.733  -1.554
N  -1.593  1.168  -1.700
C  -2.257  0.289  -0.929
P  -4.113  0.597  -0.874
O  -4.315  1.349  0.592
Cl  -5.122  -1.198  -0.690
N  -1.467  -0.638  -0.356
B  -1.979  -1.745  0.500
O  -2.824  -1.449  1.528
O  -1.672  -3.075  0.254
N  -0.185  -0.350  -0.736
P  1.086  -1.439  -0.120
O  2.216  -0.631  0.753
O  1.780  -2.348  -1.321
H  0.591  3.967  -0.398
H  1.093  2.531  0.510
H  1.868  4.163  0.843
H  3.455  3.625  -0.767
H  2.207  3.474  -2.005
H  2.585  1.538  -3.029
H  2.391  -0.022  -2.219
H  0.416  2.122  -2.763
H  -4.580  2.253  0.345
H  -3.321  -2.237  1.796
H  -1.353  -3.507  1.065
H  3.071  -1.099  0.673
H  1.062  -2.686  -1.890
C  0.281  -3.117  3.713
Cl  -0.363  -4.664  3.142
Cl  0.218  -3.024  5.469
Cl  1.931  -2.875  3.130
H  -0.339  -2.324  3.308

Calculated atomic charges, method Mulliken, unit e: -0.825 -0.293 -0.307 -0.743 -0.060 0.499 -0.631 0.315 0.149 -0.461 -0.194 0.213 0.755 -0.451 -0.452 0.148 0.047 -0.355 -0.487 0.267 0.156 0.317 0.431 0.287 0.390 0.371 0.337 0.362 0.334 0.179 0.365 0.343 0.375 -0.147 -0.107 -0.109 -0.019



8.
Molecular formula: C6H14BrIOTa
Method: DFT, wB97M-V/def2-TZVPD

Output
Net charge = -1
HOMO level = -4.98 eV
Kohn-Sham gap = 7.604 eV

Element x y z (Å)
Br  0.955  3.491  -1.446
Ta  -0.725  1.664  -0.526
C  0.981  0.914  0.797
C  2.247  0.400  0.079
C  2.050  -0.915  -0.689
I  2.826  -0.760  -2.710
C  -2.255  0.197  0.251
C  -1.809  -1.211  0.084
C  -1.079  -1.859  1.399
O  -2.483  -2.154  0.728
H  -1.227  2.860  0.820
H  -2.022  2.460  -1.603
H  -0.359  0.464  -1.898
H  1.306  1.797  1.359
H  0.646  0.205  1.560
H  2.992  0.190  0.854
H  2.662  1.159  -0.576
H  1.015  -1.205  -0.806
H  2.649  -1.706  -0.256
H  -3.120  0.250  -0.422
H  -2.504  0.289  1.302
H  -1.386  -1.489  -0.878
H  -1.104  -2.836  1.884
H  -0.258  -2.202  0.691

Calculated atomic charges, method Mulliken, unit e: -0.472 0.863 -1.431 -0.224 -0.621 -0.073 -1.164 0.470 -0.853 -0.421 -0.245 -0.078 -0.242 0.438 0.404 0.241 0.383 -0.095 0.494 0.271 0.355 0.470 0.396 0.136



| no. | calculated total energy (Eh) |
| --- | --- |
| 1 | -577.59008 |
| 2 | -236.93078 |
| 3 | -236.99484 |
| 4 | -236.81824 |
| 5 | -2882.84851 |
| 6 | -4054.61777 |
| 7 | -3455.73834 |
| 8 | -3240.72588 |